(1)
This record from the OMol25 dataset describes a 6-piece molecular cluster, C24H36O18 overall in a non-equilibrium geometry. The level of theory is ωB97M-V/def2-TZVPD.

Last column: Mulliken charge in e.
Atoms and positions in Å:
1 C -15.750 -18.750 -6.165  -1.258
2 C -14.241 -18.669 -6.310  0.926
3 C -13.509 -19.965 -6.604  -0.512
4 O -13.287 -19.889 -8.025  -0.360
5 C -13.393 -18.603 -8.411  0.568
6 O -13.017 -18.200 -9.457  -0.558
7 O -13.958 -17.839 -7.448  -0.175
8 H -16.228 -19.216 -7.024  0.368
9 H -16.178 -17.786 -5.907  0.064
10 H -15.931 -19.397 -5.297  0.390
11 H -13.771 -18.249 -5.418  -0.006
12 H -14.127 -20.820 -6.343  0.354
13 H -12.534 -19.935 -6.122  0.283
14 C -9.362 -13.724 -5.469  -1.373
15 C -8.861 -15.073 -5.910  0.458
16 C -8.324 -15.963 -4.780  -0.548
17 O -8.974 -17.184 -4.929  -0.359
18 C -9.955 -17.105 -5.847  0.594
19 O -10.719 -17.963 -6.113  -0.470
20 O -10.027 -15.829 -6.311  -0.329
21 H -8.580 -12.962 -5.486  0.495
22 H -9.956 -13.692 -4.559  0.390
23 H -10.015 -13.338 -6.262  0.141
24 H -8.132 -15.014 -6.717  0.362
25 H -8.554 -15.506 -3.814  0.294
26 H -7.246 -16.031 -4.937  0.334
27 C -12.844 -14.797 -4.525  -1.167
28 C -14.184 -14.200 -4.982  0.743
29 C -14.778 -14.823 -6.243  -0.348
30 O -15.728 -15.731 -5.696  -0.493
31 C -15.925 -15.460 -4.403  0.605
32 O -16.700 -15.991 -3.683  -0.474
33 O -15.170 -14.404 -3.981  -0.403
34 H -12.066 -14.507 -5.226  0.152
35 H -12.938 -15.875 -4.385  0.232
36 H -12.590 -14.389 -3.545  0.446
37 H -13.998 -13.138 -5.155  -0.041
38 H -13.999 -15.197 -6.911  0.316
39 H -15.309 -14.133 -6.908  0.253
40 C -18.175 -12.843 -5.771  -1.244
41 C -18.339 -12.648 -4.279  0.846
42 C -18.893 -11.265 -3.853  -0.308
43 O -19.987 -11.623 -3.011  -0.371
44 C -20.178 -12.935 -2.971  0.580
45 O -21.029 -13.454 -2.334  -0.506
46 O -19.248 -13.568 -3.724  -0.256
47 H -17.413 -12.184 -6.197  0.325
48 H -19.108 -12.637 -6.297  0.481
49 H -17.791 -13.841 -5.986  0.051
50 H -17.341 -12.771 -3.840  -0.096
51 H -19.358 -10.799 -4.725  0.275
52 H -18.175 -10.685 -3.283  0.305
53 C -20.071 -16.838 -1.880  -1.284
54 C -18.654 -16.846 -1.366  0.614
55 C -18.089 -15.492 -0.898  0.337
56 O -18.259 -15.589 0.516  -0.410
57 C -18.418 -16.846 0.917  0.587
58 O -18.395 -17.196 2.051  -0.545
59 O -18.651 -17.633 -0.157  -0.429
60 H -20.194 -16.201 -2.757  0.281
61 H -20.764 -16.460 -1.124  0.334
62 H -20.424 -17.844 -2.106  0.356
63 H -17.983 -17.346 -2.061  0.163
64 H -18.688 -14.642 -1.221  -0.079
65 H -17.057 -15.317 -1.194  0.068
66 C -12.040 -8.299 -6.159  -1.435
67 C -11.392 -9.569 -6.698  0.441
68 C -12.214 -10.848 -6.460  0.265
69 O -12.877 -11.049 -7.703  -0.297
70 C -12.135 -10.461 -8.661  0.532
71 O -12.150 -10.789 -9.796  -0.518
72 O -11.365 -9.495 -8.126  -0.347
73 H -12.972 -8.081 -6.686  0.339
74 H -11.334 -7.510 -6.423  0.376
75 H -12.309 -8.308 -5.105  0.377
76 H -10.407 -9.708 -6.257  0.282
77 H -12.961 -10.789 -5.674  0.343
78 H -11.499 -11.663 -6.321  -0.325

- Multiplicity: 1
- HOMO energy: -10.406 eV
- LUMO level: -0.3 eV
- HOMO-LUMO gap: 0.3707 hartree
- Total energy: -62327.9100 eV

(2)
This record from the OMol25 dataset describes a 6-piece molecular cluster, C24H36O3S3 overall in a non-equilibrium geometry. The level of theory is ωB97M-V/def2-TZVPD.

Last column: Mulliken charge in e.
Atoms and positions in Å:
1 C -0.163 -14.485 18.199  0.132
2 C -1.397 -14.019 18.577  -0.668
3 C -1.582 -12.643 18.620  -0.675
4 C -0.541 -11.802 18.326  -0.333
5 C 0.736 -12.270 17.982  -0.750
6 C 0.869 -13.636 17.943  0.424
7 H -0.095 -15.563 18.056  -0.297
8 H -2.139 -14.755 18.748  0.528
9 H -2.467 -12.168 18.910  0.525
10 H -0.763 -10.740 18.399  0.355
11 H 1.501 -11.543 17.732  0.453
12 H 1.886 -14.056 17.625  0.235
13 C 4.739 -19.644 10.633  -0.370
14 C 5.953 -19.052 10.225  -0.372
15 C 6.146 -17.732 10.618  -0.390
16 C 5.181 -17.070 11.375  -0.202
17 C 4.025 -17.727 11.880  -0.588
18 C 3.768 -18.989 11.354  -0.286
19 H 4.576 -20.714 10.378  0.267
20 H 6.682 -19.553 9.624  0.396
21 H 7.024 -17.166 10.278  0.308
22 H 5.346 -16.025 11.595  0.353
23 H 3.245 -17.191 12.354  0.504
24 H 2.885 -19.549 11.549  0.378
25 C -0.117 -14.588 14.527  0.019
26 C -0.579 -15.728 13.769  -0.081
27 C 0.071 -15.985 12.555  -0.704
28 C 1.079 -15.048 12.115  -0.432
29 C 1.536 -14.018 12.868  -0.671
30 C 0.900 -13.772 14.135  -0.643
31 H -0.555 -14.374 15.494  0.081
32 H -1.442 -16.360 14.044  0.566
33 H -0.174 -16.786 11.883  0.452
34 H 1.495 -15.237 11.115  0.470
35 H 2.188 -13.276 12.429  0.441
36 H 1.079 -12.891 14.763  0.479
37 C -1.856 -10.252 10.783  -0.873
38 S -3.071 -9.871 12.040  0.462
39 O -3.734 -11.179 12.247  -0.567
40 C -1.804 -9.726 13.373  -0.698
41 H -2.460 -10.598 9.914  0.313
42 H -1.242 -11.075 11.068  0.247
43 H -1.292 -9.365 10.510  0.367
44 H -1.226 -8.830 13.220  0.403
45 H -1.154 -10.613 13.224  0.078
46 H -2.308 -9.853 14.344  0.292
47 C 1.364 -17.758 17.368  -0.747
48 S -0.280 -18.547 17.370  0.409
49 O -1.172 -17.376 17.394  -0.521
50 C -0.435 -19.144 15.701  -0.703
51 H 1.394 -17.262 16.424  0.125
52 H 2.176 -18.457 17.495  0.435
53 H 1.266 -17.094 18.271  0.324
54 H 0.155 -18.532 14.987  0.040
55 H -1.476 -19.028 15.483  0.319
56 H -0.128 -20.153 15.674  0.405
57 C -3.546 -15.146 15.330  -0.346
58 S -4.929 -14.082 15.703  0.421
59 O -5.325 -14.193 17.130  -0.636
60 C -4.108 -12.503 15.475  -0.626
61 H -3.560 -15.191 14.256  0.498
62 H -3.744 -16.129 15.787  0.360
63 H -2.654 -14.729 15.757  -0.418
64 H -3.484 -12.304 16.292  0.183
65 H -5.042 -11.865 15.357  0.353
66 H -3.604 -12.254 14.519  0.196

- Multiplicity: 1
- HOMO energy: -8.276 eV
- LUMO level: 0.4 eV
- HOMO-LUMO gap: 0.3191 hartree
- Total energy: -64115.9570 eV

(3)
This record from the OMol25 dataset describes C24H36OsP2Si as an isolated structure in a non-equilibrium geometry. The level of theory is ωB97M-V/def2-TZVPD.

Last column: Löwdin spin population.
Atoms and positions in Å:
1 C 1.438 1.973 2.748  0.082
2 C 2.501 2.075 1.798  0.092
3 C 1.953 2.596 0.590  0.102
4 H 3.531 1.806 1.996  0.013
5 C 0.564 2.877 0.820  0.050
6 C 0.240 2.481 2.152  0.110
7 H -0.753 2.459 2.599  0.005
8 H 1.532 1.708 3.789  0.008
9 H 2.470 2.724 -0.342  0.016
10 H -0.114 3.298 0.093  0.002
11 Os 0.977 0.814 1.033  1.721
12 C -3.786 -0.670 0.776  0.001
13 H -2.930 0.002 0.649  0.001
14 H -4.701 -0.058 0.803  0.000
15 H -3.857 -1.437 -0.007  0.000
16 Si 0.018 0.816 -1.375  0.157
17 C 1.405 0.088 -2.527  0.067
18 C 2.584 0.742 -2.925  0.013
19 H 2.792 1.751 -2.576  0.001
20 C 3.446 0.137 -3.858  0.003
21 H 4.324 0.646 -4.260  0.000
22 C 3.162 -1.127 -4.379  0.013
23 H 3.805 -1.583 -5.145  0.001
24 C 1.978 -1.763 -3.996  0.003
25 H 1.740 -2.736 -4.430  0.000
26 C 1.075 -1.134 -3.133  0.020
27 H 0.112 -1.601 -2.910  -0.001
28 C -1.358 1.118 -2.864  0.250
29 C -1.049 1.087 -4.241  0.152
30 H -0.039 0.863 -4.604  0.004
31 C -2.018 1.400 -5.217  0.010
32 H -1.777 1.415 -6.288  -0.002
33 C -3.311 1.769 -4.830  0.222
34 H -4.049 2.073 -5.586  0.009
35 C -3.632 1.786 -3.464  0.075
36 H -4.660 2.068 -3.214  0.002
37 C -2.657 1.499 -2.495  0.062
38 H -2.916 1.599 -1.440  0.000
39 H 0.490 2.143 -1.926  0.098
40 H -3.536 -1.137 1.702  0.000
41 C 1.446 -2.416 -0.164  0.023
42 P 1.063 -1.490 1.338  0.157
43 C 2.456 -1.916 2.452  0.054
44 C -0.238 -2.588 2.051  0.012
45 C -1.110 -1.993 3.145  0.023
46 P -0.655 -0.216 3.344  0.248
47 C -2.180 0.483 4.078  0.048
48 C 0.465 -0.336 4.831  0.029
49 H 1.888 -1.774 -0.927  0.004
50 H 2.163 -3.184 0.134  0.001
51 H 0.559 -2.895 -0.593  0.001
52 H 3.115 -1.053 2.619  0.004
53 H 2.115 -2.296 3.427  0.003
54 H 3.039 -2.712 1.966  0.005
55 H -0.885 -2.941 1.235  0.000
56 H 0.283 -3.464 2.466  0.001
57 H -2.177 -2.122 2.919  0.000
58 H -0.911 -2.454 4.120  0.005
59 H -2.880 -0.334 4.321  0.008
60 H -1.926 1.044 4.992  0.001
61 H -2.636 1.159 3.338  0.004
62 H 0.288 -1.301 5.336  0.006
63 H 1.529 -0.263 4.557  0.002
64 H 0.195 0.499 5.499  0.000

- Multiplicity: 5
- Total charge: +2
- HOMO energy (spin up / spin down): -12.390 / -14.192 eV
- LUMO level (spin up / spin down): -5.9 / -9.5 eV
- HOMO-LUMO gap (spin up / spin down): 0.2403 / 0.1723 hartree
- Total energy: -54373.9730 eV

> What is the formula in the second record?

C24H36O3S3

> Number 3 is which compound?

C24H36OsP2Si

> Number 3 is which compound?

C24H36OsP2Si

> Number 3 is which compound?

C24H36OsP2Si